# 1
This record from the OMol25 dataset describes a cluster of 7 separate species, C14H42O7 in total in a non-equilibrium geometry. The level of theory is ωB97M-V with the def2-TZVPD basis set.

Each line ends with the Löwdin charge.
Cartesian coordinates (Å):
O -9.67 -12.39 4.62  -0.092
O -4.71 -16.47 3.23  -0.131
O -5.21 -12.51 -1.48  -0.105
O -6.55 -17.10 5.53  -0.095
O -7.17 -15.00 -0.02  -0.104
O -5.46 -17.51 0.74  -0.129
O -8.50 -16.86 3.08  -0.110
C -3.97 -15.29 3.57  -0.282
C -4.95 -18.88 0.47  -0.243
C -7.16 -18.33 5.88  -0.313
C -9.55 -16.56 2.16  -0.327
C -4.39 -14.16 2.60  -0.074
C -4.52 -10.99 0.32  -0.090
C -10.84 -16.67 2.92  -0.088
C -5.98 -19.71 -0.39  -0.074
C -7.68 -15.14 -1.38  -0.267
C -7.88 -13.98 5.39  -0.078
C -6.53 -15.19 -2.43  -0.074
C -8.34 -18.09 6.75  -0.092
C -8.68 -12.66 5.65  -0.274
C -5.19 -11.12 -1.07  -0.272
H -10.49 -12.80 4.89  0.063
H -9.58 -17.22 1.29  0.110
H -4.50 -10.68 -1.83  0.118
H -10.91 -17.70 3.30  0.082
H -9.08 -17.52 6.21  0.060
H -6.01 -14.19 -2.39  0.053
H -8.34 -14.31 -1.48  0.098
H -5.14 -16.85 4.03  0.070
H -8.56 -14.83 5.30  0.054
H -9.30 -15.60 1.67  0.109
H -7.27 -13.91 4.47  0.076
H -3.91 -14.40 1.65  0.072
H -6.89 -15.27 -3.43  0.061
H -7.61 -16.98 2.65  0.096
H -11.68 -16.38 2.29  0.073
H -7.51 -18.86 4.97  0.119
H -10.87 -15.99 3.78  0.069
H -8.84 -19.01 6.97  0.071
H -8.19 -17.50 7.69  0.100
H -9.13 -12.67 6.68  0.116
H -4.90 -17.12 1.41  0.022
H -6.16 -10.57 -1.08  0.112
H -4.03 -13.15 2.94  0.089
H -4.28 -9.96 0.55  0.064
H -6.40 -18.91 6.38  0.111
H -7.29 -16.58 5.23  0.030
H -7.21 -14.19 6.20  0.061
H -2.89 -15.59 3.63  0.120
H -5.74 -13.02 -0.90  0.032
H -4.86 -19.39 1.52  0.138
H -6.59 -15.74 0.19  0.040
H -3.59 -11.54 0.25  0.077
H -5.18 -11.28 1.08  0.045
H -4.04 -18.82 -0.05  0.077
H -4.25 -15.05 4.60  0.105
H -5.44 -14.14 2.49  0.049
H -6.89 -19.76 0.15  0.042
H -8.25 -16.01 -1.57  0.085
H -8.00 -11.80 5.60  0.105
H -6.05 -19.18 -1.34  0.069
H -5.59 -20.75 -0.53  0.086
H -5.74 -15.94 -2.22  0.086

Results
E: -29529.3368 eV
Charge: 0
SMILES: CCO.CCO.CCO.CCO.CCO.CCO.CCO
Energy above the lowest of the compared OMol25 structures with the same formula, charge and spin: 49.3 kcal per mole
E_HOMO: -9.9145 eV
E_LUMO: 0.028 hartree
F_max: 3.8 eV/A


# 2
This record from the OMol25 dataset describes a cluster of 7 separate species, C14H42O7 in total in a non-equilibrium geometry. The level of theory is ωB97M-V with the def2-TZVPD basis set.

Each line ends with the Löwdin charge.
Cartesian coordinates (Å):
O -0.51 0.66 -2.11  -0.100
O 1.46 -4.12 2.86  -0.085
O 2.04 3.52 0.76  -0.078
O 0.17 -0.96 6.25  -0.084
O -1.57 -0.70 -4.25  -0.080
O -1.22 -5.74 -0.29  -0.053
O 0.47 3.27 -1.54  -0.100
C -3.72 -1.84 -4.43  -0.074
C 4.27 3.80 1.53  -0.077
C 1.16 -3.17 1.92  -0.308
C 3.28 3.95 0.36  -0.374
C 0.40 0.61 4.60  -0.078
C -1.84 -3.73 -1.35  -0.086
C -0.28 -2.65 2.33  -0.057
C -0.87 -4.89 -1.35  -0.354
C -2.96 -0.58 -4.01  -0.302
C -0.65 -0.06 -0.87  -0.279
C -0.61 -0.08 5.51  -0.336
C 0.32 4.15 -2.59  -0.319
C 1.16 5.35 -2.26  -0.081
C 0.18 0.63 0.22  -0.066
H 0.02 0.06 1.13  0.049
H -2.78 -4.07 -1.79  0.072
H 4.19 2.81 1.96  0.071
H 1.22 0.72 -0.11  0.091
H -0.23 -1.06 -0.97  0.095
H 1.94 -2.43 2.10  0.104
H -0.23 1.62 0.45  0.074
H -2.00 -3.36 -0.34  0.072
H 1.43 3.44 0.03  0.028
H -0.83 0.14 -2.86  0.024
H -1.41 -0.67 5.06  0.104
H -0.76 -5.32 -2.34  0.111
H -3.46 -2.72 -3.85  0.056
H -1.70 -0.21 -0.59  0.110
H -3.25 -0.37 -2.98  0.111
H 0.78 -0.09 3.85  0.051
H -4.78 -1.70 -4.25  0.076
H -0.28 -2.37 3.39  0.053
H 2.23 5.14 -2.18  0.068
H -0.67 -1.85 1.70  0.042
H -0.41 -6.23 -0.12  0.088
H 1.17 6.09 -3.06  0.071
H -1.09 0.68 6.14  0.107
H -0.75 4.32 -2.70  0.115
H -3.32 0.28 -4.58  0.115
H 0.06 2.44 -1.79  0.045
H 1.26 1.09 5.08  0.080
H 5.29 3.83 1.15  0.065
H 4.08 4.61 2.23  0.071
H 1.35 -3.79 3.75  0.088
H -0.18 -1.05 7.14  0.085
H -1.36 -0.22 -5.05  0.106
H -0.93 -3.53 2.32  0.072
H -0.05 1.36 3.95  0.069
H 0.11 -4.45 -1.19  0.096
H -1.43 -2.90 -1.93  0.059
H -3.54 -2.07 -5.48  0.074
H 0.63 3.71 -3.55  0.114
H 3.59 3.32 -0.48  0.108
H 0.85 5.91 -1.38  0.084
H 1.26 -3.49 0.88  0.101
H 3.30 4.96 -0.05  0.096

Results
E: -29529.0697 eV
Charge: 0
SMILES: CCO.CCO.CCO.CCO.CCO.CCO.CCO
Energy above the lowest of the compared OMol25 structures with the same formula, charge and spin: 55.5 kcal per mole
E_HOMO: -9.3130 eV
E_LUMO: 0.014 hartree
F_max: 3.2 eV/A